Molecular formula: C34H32GeMnN4O2PS2
Method: DFT, ωB97M-V/def2-TZVPD

Energy above the lowest of the compared OMol25 structures with the same formula, charge and spin in kJ/mol: 25.6
Gap between HOMO and LUMO (spin up / spin down) in eV: 5.32 / 5.28
2S+1: 1
Total charge: -2

Last column: Mulliken charge in e.
Geometry (Å):
1 Ge 3.50 -0.30 -2.55  0.310
2 Mn 0.82 -0.81 -0.70  -0.470
3 S -2.14 -1.06 1.64  -0.538
4 S -4.80 -0.74 3.83  -0.602
5 P -3.30 0.04 2.80  0.968
6 O 1.65 -4.68 0.16  -0.865
7 O -1.15 0.24 -4.13  -0.876
8 N 0.91 -2.74 -0.90  0.653
9 N 0.03 -0.94 -2.49  0.263
10 N 1.18 -1.34 1.30  0.564
11 N -0.12 1.08 -0.83  0.740
12 C 1.81 -2.49 3.74  -0.510
13 C 0.65 -3.21 -2.19  -0.133
14 C 0.53 -4.81 -3.98  -0.547
15 C -5.24 3.51 1.78  -0.624
16 C 0.15 -2.20 -3.08  -0.311
17 C -4.09 2.78 -0.19  -0.443
18 C 2.77 0.68 -4.10  -1.197
19 C -0.60 0.10 -3.03  0.224
20 C -0.14 2.09 0.03  -0.696
21 C -4.77 2.41 2.48  -0.372
22 C 0.05 -3.84 -4.85  -0.592
23 C 5.31 0.48 -2.26  -1.321
24 C -0.63 1.27 -2.05  0.592
25 C 1.79 -3.26 2.59  -0.618
26 C -4.90 3.70 0.45  -0.633
27 C 1.46 -2.65 1.38  0.234
28 C -3.60 1.68 0.51  -0.026
29 C -2.17 0.91 3.97  -0.051
30 C -2.05 0.49 5.29  -0.379
31 C -0.14 -2.54 -4.40  -0.468
32 C 1.35 -3.48 0.12  0.369
33 C 2.45 -0.17 -0.96  -0.135
34 C -0.28 2.08 5.67  -0.459
35 C -1.10 1.07 6.13  -0.582
36 C 1.19 -0.62 2.41  0.091
37 C -3.94 1.49 1.84  -0.162
38 C -0.40 2.52 4.35  -0.398
39 C -0.65 3.34 -0.28  -0.550
40 C -1.17 3.54 -1.55  -0.750
41 C -1.16 2.49 -2.45  -0.563
42 C 3.83 -2.12 -3.21  -1.177
43 C -1.34 1.93 3.51  -0.359
44 C 1.50 -1.15 3.66  -0.656
45 C 0.82 -4.50 -2.66  -0.635
46 H 2.64 1.74 -3.85  0.323
47 H -1.02 0.73 7.16  0.347
48 H 0.91 0.42 2.31  0.057
49 H 1.99 -4.32 2.58  0.475
50 H -0.17 -4.09 -5.88  0.347
51 H -2.71 -0.29 5.64  0.321
52 H 3.46 0.61 -4.95  0.448
53 H 0.24 3.31 3.98  0.361
54 H 2.05 -2.95 4.70  0.380
55 H -1.55 2.56 -3.45  0.512
56 H 4.58 -2.10 -4.00  0.451
57 H -0.52 -1.77 -5.05  0.406
58 H -3.82 2.91 -1.23  0.575
59 H 1.80 0.28 -4.39  0.318
60 H 2.91 -2.56 -3.62  0.274
61 H -5.05 2.24 3.51  0.342
62 H 4.18 -2.77 -2.40  0.305
63 H -1.58 4.50 -1.83  0.340
64 H 5.83 -0.07 -1.48  0.355
65 H 2.94 0.41 -0.14  0.318
66 H -2.95 0.95 0.03  0.239
67 H 5.22 1.53 -1.95  0.350
68 H 0.28 1.89 1.01  0.326
69 H -1.43 2.26 2.49  0.350
70 H 0.46 2.54 6.32  0.355
71 H -0.64 4.13 0.46  0.518
72 H 0.68 -5.83 -4.34  0.351
73 H -5.28 4.56 -0.10  0.364
74 H -5.89 4.23 2.28  0.361
75 H 1.47 -0.51 4.53  0.448
76 H 5.90 0.44 -3.18  0.339
77 H 1.20 -5.25 -1.98  0.434